{
  "formula": "C33H58N2O21",
  "method": "the ωB97M-V functional and the def2-TZVPD basis",
  "elements": ["C", "C", "O", "C", "O", "O", "H", "H", "H", "H", "C", "C", "O", "C", "O", "O", "H", "H", "H", "H", "C", "C", "O", "C", "O", "O", "H", "H", "H", "H", "C", "C", "O", "C", "O", "O", "H", "H", "H", "H", "C", "C", "O", "C", "O", "O", "H", "H", "H", "H", "C", "C", "O", "C", "O", "O", "H", "H", "H", "H", "C", "C", "C", "C", "C", "C", "N", "O", "C", "C", "C", "H", "H", "H", "H", "H", "H", "H", "H", "H", "H", "H", "H", "H", "H", "H", "H", "H", "H", "H", "C", "O", "C", "C", "N", "C", "C", "O", "C", "H", "H", "H", "H", "H", "H", "H", "H", "H", "H", "H", "H", "H", "H", "H"],
  "coordinates": [[-6.336, 15.048, -14.795], [-6.834, 14.198, -15.982], [-5.688, 13.513, -16.432], [-4.792, 13.459, -15.456], [-3.746, 12.868, -15.511], [-5.181, 14.270, -14.449], [-7.167, 15.024, -14.090], [-6.335, 16.058, -15.203], [-7.275, 14.731, -16.823], [-7.599, 13.475, -15.699], [-8.370, 5.619, -19.029], [-6.918, 5.102, -19.327], [-6.866, 3.732, -18.851], [-7.901, 3.436, -18.116], [-8.135, 2.407, -17.517], [-8.917, 4.519, -18.293], [-8.957, 5.672, -19.946], [-8.438, 6.517, -18.414], [-6.137, 5.757, -18.941], [-6.706, 4.800, -20.353], [-8.292, 12.199, -19.471], [-7.734, 12.682, -20.770], [-7.308, 11.484, -21.353], [-7.862, 10.435, -20.725], [-7.964, 9.236, -21.169], [-8.430, 10.818, -19.699], [-9.320, 12.532, -19.327], [-7.660, 12.274, -18.586], [-6.854, 13.297, -20.582], [-8.474, 13.001, -21.504], [-5.720, 3.537, -11.729], [-4.396, 2.739, -12.133], [-3.776, 3.739, -12.868], [-4.744, 4.558, -13.463], [-4.569, 5.284, -14.413], [-5.889, 4.394, -12.809], [-5.406, 4.165, -10.896], [-6.603, 2.978, -11.418], [-4.624, 1.896, -12.785], [-3.946, 2.491, -11.172], [-3.163, 11.489, -19.678], [-3.156, 10.401, -20.744], [-3.811, 10.977, -21.753], [-4.160, 12.226, -21.512], [-4.660, 12.968, -22.319], [-3.787, 12.592, -20.299], [-2.141, 11.758, -19.412], [-3.820, 11.186, -18.862], [-3.752, 9.549, -20.413], [-2.132, 10.202, -21.060], [-1.169, 6.576, -13.027], [-0.640, 6.415, -14.459], [-0.016, 7.649, -14.786], [-0.728, 8.518, -14.108], [-0.744, 9.733, -14.293], [-1.489, 7.927, -13.051], [-0.409, 6.395, -12.266], [-2.012, 5.931, -12.774], [-1.482, 6.403, -15.151], [0.028, 5.600, -14.735], [-5.230, 8.438, -17.662], [-5.611, 8.726, -16.207], [-6.086, 10.235, -16.084], [-6.826, 10.614, -14.759], [-7.948, 9.640, -14.485], [-7.548, 8.176, -14.653], [-6.748, 7.873, -15.887], [-6.475, 6.488, -16.037], [-7.085, 7.670, -13.288], [-8.948, 7.451, -14.768], [-4.423, 8.589, -15.295], [-5.943, 8.723, -18.436], [-5.071, 7.393, -17.926], [-4.323, 8.956, -17.973], [-5.197, 10.834, -16.282], [-6.771, 10.366, -16.922], [-7.214, 11.633, -14.759], [-6.004, 10.535, -14.048], [-8.763, 10.038, -15.090], [-8.224, 9.837, -13.450], [-6.843, 6.629, -13.503], [-6.172, 8.093, -12.869], [-7.760, 7.797, -12.441], [-9.713, 7.612, -14.008], [-9.303, 7.648, -15.780], [-8.824, 6.369, -14.729], [-3.735, 9.356, -15.652], [-3.913, 7.628, -15.361], [-4.751, 8.820, -14.282], [-5.761, 6.306, -15.422], [-12.220, -0.773, -12.011], [-11.045, -1.123, -12.650], [-9.941, -0.202, -12.832], [-10.148, 0.793, -14.034], [-10.880, 2.012, -13.685], [-10.922, 2.954, -14.795], [-12.339, 3.643, -14.954], [-12.949, 4.359, -13.892], [-12.222, 5.448, -13.452], [-12.771, 0.080, -12.408], [-12.094, -0.628, -10.938], [-13.006, -1.514, -11.864], [-9.281, -1.015, -13.135], [-9.668, 0.202, -11.857], [-10.665, 0.233, -14.813], [-9.170, 1.013, -14.461], [-11.840, 1.915, -13.389], [-10.581, 2.526, -15.737], [-10.202, 3.748, -14.593], [-13.148, 3.017, -15.331], [-12.313, 4.310, -15.815], [-12.805, 5.916, -12.659], [-12.065, 6.284, -14.135], [-11.264, 5.198, -12.995]],
  "e_tot_ev": -81131.722,
  "e_homo_ev": [0.43, -6.42],
  "largest_force_ha_per_bohr": 0.151,
  "lumo_ev": [1.651, 1.599],
  "total_charge": -1,
  "gap_ev": [1.22, 8.02],
  "s_squared": 0.7505,
  "spin_multiplicity": 2
}

{
  "formula": "C33H59Br2FO18",
  "method": "the ωB97M-V functional and the def2-TZVPD basis",
  "elements": ["C", "C", "C", "F", "O", "C", "O", "C", "O", "C", "Br", "C", "C", "Br", "C", "C", "C", "C", "C", "H", "H", "H", "H", "H", "H", "H", "H", "H", "H", "H", "H", "H", "H", "H", "H", "H", "H", "H", "C", "C", "O", "C", "O", "O", "C", "H", "H", "H", "H", "H", "H", "H", "H", "C", "C", "O", "C", "O", "O", "C", "H", "H", "H", "H", "H", "H", "H", "H", "C", "C", "O", "C", "O", "O", "C", "H", "H", "H", "H", "H", "H", "H", "H", "C", "C", "O", "C", "O", "O", "C", "H", "H", "H", "H", "H", "H", "H", "H", "C", "C", "O", "C", "O", "O", "C", "H", "H", "H", "H", "H", "H", "H", "H"],
  "coordinates": [[-0.074, -7.924, -1.727], [-0.451, -7.981, -3.177], [-1.575, -7.040, -3.910], [-1.287, -7.171, -5.383], [-2.892, -7.654, -3.617], [-3.750, -6.493, -3.212], [-5.064, -6.664, -3.358], [-2.890, -5.178, -2.636], [-2.770, -5.534, -1.215], [-3.810, -3.913, -3.111], [-2.719, -2.338, -3.813], [-4.798, -3.282, -1.967], [-5.831, -4.344, -1.267], [-3.809, -2.166, -0.575], [-1.575, -5.399, -3.589], [-0.143, -4.703, -3.219], [-0.112, -3.831, -1.835], [0.458, -4.720, -0.538], [1.043, -2.644, -2.063], [1.079, -7.711, -1.509], [-0.889, -8.050, -0.893], [0.114, -8.813, -3.818], [-2.454, -4.771, -0.648], [-4.511, -4.206, -4.031], [-5.484, -2.484, -2.532], [-6.444, -3.804, -0.397], [-5.350, -5.340, -0.890], [-6.660, -4.631, -2.077], [-1.794, -4.986, -4.687], [0.760, -5.468, -3.160], [0.127, -3.982, -4.132], [-1.116, -3.304, -1.548], [-0.407, -5.061, 0.178], [1.135, -3.957, 0.080], [1.182, -5.583, -0.873], [0.975, -2.147, -3.128], [1.035, -1.842, -1.200], [2.123, -3.149, -2.017], [-7.985, 4.494, -0.344], [-6.643, 4.457, -1.055], [-5.652, 3.825, -0.236], [-5.686, 2.470, -0.214], [-6.468, 1.760, -0.829], [-4.718, 2.036, 0.631], [-4.701, 0.623, 0.814], [-7.884, 4.951, 0.645], [-8.716, 5.061, -0.926], [-8.377, 3.484, -0.188], [-6.300, 5.481, -1.236], [-6.716, 3.965, -2.032], [-4.663, 0.096, -0.145], [-5.579, 0.314, 1.390], [-3.804, 0.364, 1.384], [0.859, 2.429, 5.817], [0.141, 1.279, 5.133], [-1.190, 1.659, 4.765], [-1.297, 2.406, 3.638], [-0.373, 2.763, 2.922], [-2.605, 2.711, 3.455], [-2.848, 3.571, 2.344], [0.268, 2.808, 6.657], [1.838, 2.111, 6.185], [1.007, 3.268, 5.129], [0.050, 0.441, 5.833], [0.699, 0.913, 4.263], [-2.395, 3.178, 1.428], [-2.469, 4.574, 2.563], [-3.930, 3.634, 2.193], [1.948, 4.014, -3.559], [1.754, 2.509, -3.626], [1.816, 1.931, -2.317], [0.692, 2.050, -1.569], [-0.349, 2.588, -1.915], [0.929, 1.491, -0.356], [-0.151, 1.625, 0.564], [2.868, 4.261, -3.019], [1.998, 4.444, -4.563], [1.125, 4.495, -3.020], [2.568, 2.065, -4.209], [0.816, 2.244, -4.128], [-1.090, 1.265, 0.133], [-0.244, 2.670, 0.875], [0.076, 1.020, 1.446], [5.959, 5.899, 8.689], [5.241, 4.749, 8.006], [3.910, 5.130, 7.637], [3.803, 5.876, 6.510], [4.727, 6.233, 5.795], [2.495, 6.181, 6.327], [2.252, 7.041, 5.217], [5.368, 6.278, 9.529], [6.938, 5.581, 9.058], [6.107, 6.738, 8.002], [5.150, 3.911, 8.705], [5.799, 4.383, 7.136], [2.705, 6.648, 4.301], [2.631, 8.044, 5.436], [1.170, 7.104, 5.066], [8.642, -1.813, -2.675], [7.735, -2.633, -3.577], [6.372, -2.534, -3.149], [5.723, -1.401, -3.513], [6.192, -0.483, -4.170], [4.468, -1.448, -3.000], [3.701, -0.270, -3.238], [8.496, -2.090, -1.626], [9.692, -1.965, -2.940], [8.419, -0.744, -2.755], [8.015, -3.689, -3.508], [7.838, -2.340, -4.628], [3.691, -0.008, -4.301], [4.098, 0.557, -2.640], [2.673, -0.464, -2.922]],
  "e_tot_ev": -214826.992,
  "e_homo_ev": -8.66,
  "largest_force_ha_per_bohr": 0.171,
  "lumo_ev": -0.354,
  "total_charge": 0,
  "gap_ev": 8.31,
  "smiles": "C=C[C@@]1(F)OC(=O)[C@](O)([C@H](Br)[C@@H](C)Br)[C@H]1CC(C)C.CCOC(=O)OC.CCOC(=O)OC.CCOC(=O)OC.CCOC(=O)OC.CCOC(=O)OC"
}